[1]
Molecular formula: C18H16N4O3S2
Method: DFT, ωB97M-V/def2-TZVPD

Each line ends with the natural charge from an NBO analysis.
CARTESIAN COORDINATES (ANGSTROEM)
O: 1.4481 1.2727 -2.1910  -0.6138
C: 1.3889 1.8449 -1.1185  0.6572
N: 0.3643 2.6779 -0.7941  -0.6011
C: -0.7195 2.9121 -1.7134  -0.2893
C: -2.0369 2.6083 -1.1065  0.4506
N: -3.1044 3.3368 -1.1431  -0.2833
N: -4.0526 2.7046 -0.4280  -0.2846
C: -3.5121 1.6167 0.0179  0.2626
S: -4.2762 0.3900 0.9677  0.2953
C: -2.9189 -0.0360 2.1304  -0.6120
C: -1.5254 -0.2212 1.5361  0.6817
O: -0.6485 0.5749 1.8159  -0.6205
N: -1.3411 -1.3109 0.7654  -0.4392
C: -2.3825 -2.2517 0.3576  -0.2163
C: -1.7560 -3.1034 -0.7573  -0.4290
C: -0.2939 -2.7925 -0.6385  -0.0526
C: 0.7829 -3.3867 -1.2574  -0.1903
C: 2.0591 -2.9237 -0.9642  -0.2207
C: 2.2410 -1.8885 -0.0644  -0.1851
C: 1.1617 -1.2746 0.5542  -0.2584
C: -0.1048 -1.7338 0.2488  0.2139
O: -2.2297 1.4771 -0.3889  -0.4159
C: 2.4459 1.7309 -0.1093  -0.3169
C: 3.6607 1.1304 -0.3077  -0.1964
C: 4.4853 1.1700 0.8309  -0.2698
C: 3.8896 1.7971 1.8815  -0.3903
S: 2.3149 2.3553 1.5030  0.4554
H: 0.3006 3.0606 0.1362  0.4033
H: -0.5295 2.2537 -2.5721  0.2685
H: -0.7435 3.9527 -2.0553  0.2319
H: -3.2611 -0.9484 2.6188  0.2441
H: -2.8615 0.7721 2.8611  0.2558
H: -3.2709 -1.7213 0.0137  0.2248
H: -2.6620 -2.8762 1.2146  0.1909
H: -1.9639 -4.1648 -0.6248  0.2253
H: -2.1288 -2.8081 -1.7407  0.2214
H: 0.6359 -4.2002 -1.9518  0.2121
H: 2.9145 -3.3804 -1.4380  0.2121
H: 3.2389 -1.5493 0.1673  0.2145
H: 1.3020 -0.4730 1.2582  0.2494
H: 3.9298 0.6871 -1.2491  0.2467
H: 5.4755 0.7524 0.8709  0.2288
H: 4.2842 1.9663 2.8641  0.2393

HOMO = -8.389 eV
charge = 0
energy relative to the best compared isomer or geometry (same formula, charge and spin) = 0.576 eV
electronic energy = -1936.65935 Eh
structure (SMILES) = O=C(NCc1nnc(SCC(=O)N2CCc3ccccc32)o1)c1cccs1
E_LUMO = 0.42 eV
frontier orbital gap = 8.81 eV

---

[2]
Molecular formula: C5H6N2O
Method: DFT, ωB97M-V/def2-TZVPD

Each line ends with the natural charge from an NBO analysis.
CARTESIAN COORDINATES (ANGSTROEM)
C: -1.3519 -1.3608 0.0281  0.2202
N: -2.2329 -0.4162 0.2711  -0.4192
C: -1.5344 0.8976 -0.1782  -0.2918
C: -0.1528 0.4798 -0.3991  0.1454
C: 0.9880 0.9962 -0.0040  -0.2925
C: 1.9620 -0.2279 0.1385  -0.0989
O: 1.0437 -1.3893 -0.1595  -0.3737
N: -0.1629 -0.9082 -0.5367  -0.1556
H: -1.6084 -2.4565 0.2528  0.2221
H: -1.6840 1.6372 0.6108  0.2203
H: -1.9347 1.2570 -1.0322  0.2108
H: 1.3341 1.9116 0.3218  0.2280
H: 2.3327 -0.3499 1.2851  0.1937
H: 3.0016 -0.0706 -0.5985  0.1912

HOMO = -8.040 eV
charge = 0
energy relative to the best compared isomer or geometry (same formula, charge and spin) = 4.315 eV
electronic energy = -378.71238 Eh
structure (SMILES) = C1=NCC2=CCON12
E_LUMO = 0.96 eV
frontier orbital gap = 9.00 eV

---

[3]
Molecular formula: C6H11N
Method: DFT, ωB97M-V/def2-TZVPD

Each line ends with the natural charge from an NBO analysis.
CARTESIAN COORDINATES (ANGSTROEM)
C: 1.1777 0.6198 2.3071  -0.6013
C: 0.1193 0.1081 1.3361  -0.4035
C: 0.5680 0.0200 -0.1281  -0.3795
C: -0.6129 0.0324 -1.1337  -0.3230
C: -0.3164 -0.7291 -2.4318  -0.5867
C: -1.8488 -0.5017 -0.5338  0.2918
N: -2.8244 -0.9078 -0.0623  -0.3372
H: 0.7406 0.7370 3.3046  0.2149
H: 2.0280 -0.0652 2.3957  0.2036
H: 1.5610 1.5984 1.9953  0.2003
H: -0.2252 -0.8829 1.6548  0.2112
H: -0.7599 0.7597 1.4024  0.2039
H: 1.2213 0.8663 -0.3777  0.2076
H: 1.1670 -0.8864 -0.2863  0.2049
H: -0.8365 1.0782 -1.3824  0.2401
H: 0.5701 -0.3162 -2.9225  0.2153
H: -0.1328 -1.7867 -2.2162  0.2152
H: -1.1608 -0.6647 -3.1248  0.2225

HOMO = -11.279 eV
charge = 0
energy relative to the best compared isomer or geometry (same formula, charge and spin) = 0.189 eV
electronic energy = -289.96475 Eh
structure (SMILES) = CCC[C@@H](C)C#N
E_LUMO = 0.93 eV
frontier orbital gap = 12.21 eV

---

[4]
Molecular formula: C18H11NO7
Method: DFT, ωB97M-V/def2-TZVPD

Each line ends with the natural charge from an NBO analysis.
CARTESIAN COORDINATES (ANGSTROEM)
O: 1.2911 1.9250 0.7726  -0.5158
C: 1.9502 1.4855 -0.1337  0.5728
C: 1.4308 1.5070 -1.5771  -0.1784
O: 0.0258 1.3273 -1.5763  -0.4547
C: -0.3742 0.2257 -0.9467  0.7948
O: 0.3913 -0.5544 -0.4280  -0.5990
C: -1.8473 0.0694 -0.9212  -0.2800
C: -2.4121 -0.6297 0.0936  -0.0229
C: -3.8278 -0.7748 0.1763  -0.2027
C: -4.4809 -1.4648 1.2058  -0.1386
C: -5.8535 -1.5441 1.2237  -0.2350
C: -6.6033 -0.9349 0.2184  -0.1627
C: -5.9853 -0.2497 -0.8059  -0.2742
C: -4.5941 -0.1681 -0.8347  0.4144
O: -4.0194 0.4989 -1.8572  -0.4688
C: -2.6646 0.6537 -1.9912  0.7536
O: -2.2590 1.2200 -2.9687  -0.5373
C: 3.2963 0.8899 0.0755  -0.1565
C: 4.2962 0.9108 -0.8960  -0.1473
C: 5.5351 0.3452 -0.6401  -0.2147
C: 5.7884 -0.2607 0.5772  -0.1858
C: 4.7900 -0.2760 1.5439  0.0796
N: 5.0534 -0.9037 2.8221  0.5176
O: 4.1614 -0.9110 3.6386  -0.3654
O: 6.1541 -1.3809 2.9912  -0.3760
C: 3.5528 0.3018 1.3099  -0.1522
H: 1.6027 2.4869 -2.0279  0.2281
H: 1.9027 0.7176 -2.1704  0.2057
H: -1.7814 -1.0639 0.8572  0.2416
H: -3.8870 -1.9288 1.9784  0.2200
H: -6.3548 -2.0766 2.0169  0.2219
H: -7.6803 -1.0005 0.2410  0.2221
H: -6.5503 0.2257 -1.5914  0.2338
H: 4.1187 1.3896 -1.8466  0.2168
H: 6.3051 0.3734 -1.3954  0.2258
H: 6.7415 -0.7182 0.7947  0.2519
H: 2.7877 0.2875 2.0718  0.2676

HOMO = -9.264 eV
charge = 0
energy relative to the best compared isomer or geometry (same formula, charge and spin) = 0.123 eV
electronic energy = -1273.89798 Eh
structure (SMILES) = O=C(COC(=O)c1cc2ccccc2oc1=O)c1cccc([N+](=O)[O-])c1
E_LUMO = -0.71 eV
frontier orbital gap = 8.55 eV

---

[5]
Molecular formula: H9NSi3
Method: DFT, ωB97M-V/def2-TZVPD

Each line ends with the natural charge from an NBO analysis.
CARTESIAN COORDINATES (ANGSTROEM)
H: -3.5994 0.1195 0.5738  0.4051
N: -2.6049 0.1839 0.8484  -1.3348
Si: -1.5456 -0.6718 1.7184  1.1135
Si: 0.8016 0.0437 1.8597  0.4156
H: -2.0000 -2.0009 2.2956  -0.1939
H: 1.9208 -0.8576 2.3401  -0.1192
H: 0.9390 1.0470 2.8094  -0.1443
H: 1.2160 0.4882 0.5735  -0.1429
Si: 0.9817 0.3855 -2.5645  0.6046
H: -0.4039 0.8983 -3.0069  -0.1236
H: 0.7114 -1.0271 -2.9737  -0.1562
H: 1.4158 0.4436 -1.1997  -0.1744
H: 2.1676 0.9477 -3.2741  -0.1497

HOMO = -9.310 eV
charge = 0
energy relative to the best compared isomer or geometry (same formula, charge and spin) = 2.303 eV
electronic energy = -928.48016 Eh
structure (SMILES) = [H]/N=[SiH]/[SiH3].[SiH4]
E_LUMO = -0.30 eV
frontier orbital gap = 9.01 eV

---

[6]
Molecular formula: C11H16NO3
Method: DFT, ωB97M-V/def2-TZVPD

Each line ends with the natural charge from an NBO analysis.
CARTESIAN COORDINATES (ANGSTROEM)
C: 2.5238 -2.1716 1.1356  -0.6635
C: 3.0463 -0.9906 0.1997  0.3528
O: 4.4323 -0.6622 0.3318  -0.6871
C: 2.2456 -0.3251 -0.5991  -0.1385
C: 1.3120 0.4283 -1.0670  0.2552
C: 0.6628 0.3968 -2.3773  -0.6751
O: 1.0029 1.5909 -0.3354  -0.4583
C: -0.0862 2.1038 0.2339  0.5831
C: 0.1733 3.4370 0.7705  -0.6675
C: -1.3889 1.6045 0.3436  -0.5125
C: -1.8141 0.2656 0.2012  0.6611
N: -3.0900 -0.0706 0.3229  -0.5490
C: -3.3655 -1.4979 0.2628  -0.2315
C: -1.8366 -1.9832 0.1009  -0.0956
O: -0.9985 -0.7702 -0.0070  -0.4405
H: 1.4283 -2.4221 1.0254  0.2253
H: 2.7351 -2.0330 2.2586  0.2462
H: 3.2045 -3.0498 0.8309  0.2481
H: 4.7949 -0.0503 -0.3269  0.5002
H: 0.9665 -0.3984 -3.1499  0.2594
H: 0.9532 1.3504 -2.8599  0.2388
H: -0.4246 0.2198 -2.2346  0.2153
H: 1.0739 3.8012 0.3969  0.2529
H: 0.1062 3.3933 1.8446  0.2595
H: -0.7271 3.9267 0.4129  0.2445
H: -2.1982 2.2688 0.6589  0.2450
H: -3.7881 0.6431 0.5660  0.4389
H: -3.9218 -1.8643 -0.4976  0.2172
H: -3.7307 -2.0185 1.2282  0.2248
H: -1.5807 -2.4470 1.1144  0.2160
H: -1.7107 -2.6752 -0.7848  0.2347

HOMO = -11.989 eV
charge = +1
energy relative to the best compared isomer or geometry (same formula, charge and spin) = 3.839 eV
electronic energy = -708.85437 Eh
structure (SMILES) = CC(O)=C=C(C)O/C(C)=C\C1=[NH+]CCO1
E_LUMO = -3.62 eV
frontier orbital gap = 8.37 eV

---

[7]
Molecular formula: C4H5BeO6
Method: DFT, ωB97M-V/def2-TZVPD

Each line ends with the natural charge from an NBO analysis.
CARTESIAN COORDINATES (ANGSTROEM)
O: -1.3603 2.5387 2.1108  -0.7787
C: -2.0209 1.6780 1.4593  0.8253
O: -2.9899 1.0737 2.0023  -0.7388
O: -1.6813 1.4816 0.2055  -0.4492
Be: -2.1870 1.7764 2.9335  1.7741
C: -0.5763 0.7080 -0.2413  0.3756
C: 0.8967 0.8319 -0.0262  -0.7173
H: -0.7311 0.7809 -1.3271  0.2096
H: 0.5567 0.8607 1.1310  0.2397
H: 1.4114 0.6124 -0.9698  0.3497
O: 0.9551 -1.5632 -0.6061  -0.5855
C: -0.1304 -1.7278 -0.0600  0.9590
O: -1.0254 -0.7895 0.1013  -0.5443
O: -0.3100 -2.6919 0.8282  -0.6853
H: -0.7115 -3.4554 0.3927  0.5111
H: 1.1900 1.8901 -0.0045  0.2549

HOMO = -13.634 eV
charge = +1
energy relative to the best compared isomer or geometry (same formula, charge and spin) = 5.095 eV
electronic energy = -621.18792 Eh
E_LUMO = -6.64 eV
frontier orbital gap = 7.00 eV